Molecular formula: C22H25N3O3S2
Method: DFT, ωB97M-V with the def2-TZVPD basis set

Computed properties:
* HOMO: -7.81 eV
* SMILES: O=C(CSc1cn(CCNC(=O)c2cccs2)c2ccccc12)NC[C@H]1CCCO1
* frontier orbital gap: 8.06 eV
* relative energy (zero: lowest compared OMol25 entry of this formula, charge and spin): 0.426 eV

```
55
C22H25N3O3S2 | the OMol25 dataset | ωB97M-V with the def2-TZVPD basis set
O 4.514 -0.291 0.694
C 3.322 -0.181 0.904
N 2.402 -1.032 0.406
H 1.419 -0.893 0.604
C 2.790 -2.131 -0.440
H 3.833 -2.365 -0.208
C 2.702 -1.790 -1.937
C 3.341 -2.885 -2.810
H 4.323 -2.590 -3.170
C 2.326 -3.079 -3.936
H 2.328 -4.087 -4.344
C 1.024 -2.738 -3.218
H 0.224 -2.409 -3.885
O 1.343 -1.660 -2.363
H 0.668 -3.599 -2.633
H 2.505 -2.366 -4.741
H 3.443 -3.804 -2.232
H 3.183 -0.817 -2.095
H 2.156 -2.995 -0.221
C 2.735 0.926 1.754
H 1.790 0.639 2.210
H 3.461 1.235 2.505
S 2.432 2.429 0.740
C 0.829 2.060 0.107
C 0.530 1.223 -0.929
N -0.820 1.196 -1.139
C -1.419 2.019 -0.218
C -2.757 2.340 -0.016
C -3.063 3.212 1.008
C -2.069 3.764 1.818
C -0.739 3.472 1.612
C -0.404 2.595 0.584
H 0.036 3.907 2.224
H -2.356 4.435 2.613
H -4.096 3.471 1.190
H -3.540 1.924 -0.634
C -1.483 0.205 -1.936
H -2.463 0.584 -2.237
H -0.883 0.001 -2.826
C -1.633 -1.105 -1.131
N -2.267 -0.865 0.140
C -1.544 -0.517 1.235
O -0.335 -0.682 1.312
C -2.302 0.054 2.350
C -1.755 0.616 3.471
C -2.717 1.151 4.346
C -3.986 0.991 3.886
S -4.032 0.188 2.374
H -4.906 1.294 4.344
H -2.478 1.635 5.275
H -0.695 0.643 3.641
H -3.244 -0.612 0.124
H -2.216 -1.832 -1.700
H -0.636 -1.506 -0.936
H 1.180 0.622 -1.533
```


Molecular formula: C4H9I2N2
Method: DFT, ωB97M-V with the def2-TZVPD basis set

Computed properties:
* HOMO: -13.46 eV
* SMILES: C[C@H]1N[C@@H](I)[C@H](I)[NH2+]1
* frontier orbital gap: 9.34 eV
* relative energy (zero: lowest compared OMol25 entry of this formula, charge and spin): 0.721 eV
* charge: +1

```
17
C4H9I2N2 | the OMol25 dataset | ωB97M-V with the def2-TZVPD basis set
C 2.084 -0.687 0.516
C 1.996 0.526 -0.613
C -0.104 -0.126 0.425
C -1.643 -0.171 0.374
N 0.689 -1.218 0.450
N 0.585 0.898 -0.669
I 3.551 -2.129 -0.025
I 3.293 2.255 0.085
H 2.164 -0.199 1.529
H 2.259 0.319 -1.729
H 0.050 0.443 1.405
H -2.153 -0.824 1.162
H -1.906 -0.340 -0.701
H -2.107 0.828 0.538
H 0.551 -1.973 -0.211
H 0.453 1.856 -0.403
H 0.368 0.738 -1.648
```


Molecular formula: C2H2N2OS
Method: DFT, ωB97M-V with the def2-TZVPD basis set

Computed properties:
* HOMO: -9.86 eV
* SMILES: Sc1ncno1
* frontier orbital gap: 10.43 eV
* relative energy (zero: lowest compared OMol25 entry of this formula, charge and spin): 1.149 eV

```
8
C2H2N2OS | the OMol25 dataset | ωB97M-V with the def2-TZVPD basis set
C -0.605 -0.229 0.008
C 1.407 0.292 0.002
H -2.520 0.988 -0.010
H 2.350 0.787 0.031
N 0.148 0.860 -0.010
N 1.450 -0.967 -0.022
O 0.114 -1.367 0.006
S -2.344 -0.364 -0.006
```


Molecular formula: C16H24BrFO13S
Method: DFT, ωB97M-V with the def2-TZVPD basis set

Computed properties:
* HOMO: -10.20 eV
* SMILES: CC[C@H](Br)OC(=O)S(=O)(=O)F.C[C@@H]1COC(=O)O1.C[C@@H]1COC(=O)O1.C[C@@H]1COC(=O)O1
* frontier orbital gap: 10.13 eV

```
56
C16H24BrFO13S | the OMol25 dataset | ωB97M-V with the def2-TZVPD basis set
C -0.402 0.516 4.103
C 0.186 -0.031 2.800
C 1.371 -0.990 3.028
Br 1.258 -2.615 1.914
O 1.482 -1.327 4.407
C 2.719 -1.741 4.753
O 2.959 -2.858 5.093
S 4.159 -0.564 4.818
O 5.330 -1.328 4.968
O 3.870 0.346 5.861
F 4.280 0.196 3.446
H -1.331 1.044 3.891
H -0.596 -0.238 4.861
H 0.269 1.266 4.523
H -0.550 -0.465 2.133
H 0.619 0.814 2.276
H 2.288 -0.511 2.702
C -2.377 1.447 -1.965
C -0.934 1.012 -2.011
C -0.719 -0.396 -2.499
O 0.525 -0.742 -1.850
C 0.600 -0.011 -0.721
O 1.404 -0.179 0.142
O -0.364 0.941 -0.689
H -2.474 2.388 -1.423
H -2.772 1.578 -2.971
H -2.989 0.710 -1.440
H -0.345 1.733 -2.588
H -0.626 -0.466 -3.577
H -1.479 -1.081 -2.162
C -5.417 -3.669 -0.442
C -5.154 -3.216 -1.857
C -4.883 -4.328 -2.838
O -4.073 -3.666 -3.821
C -3.431 -2.655 -3.193
O -2.544 -2.019 -3.664
O -3.930 -2.462 -1.947
H -5.406 -2.817 0.238
H -6.384 -4.164 -0.370
H -4.642 -4.358 -0.102
H -5.967 -2.570 -2.202
H -5.787 -4.729 -3.289
H -4.302 -5.147 -2.408
C 4.215 2.881 0.139
C 3.447 3.156 -1.130
C 4.212 3.928 -2.173
O 3.156 4.577 -2.893
C 2.117 4.733 -2.029
O 1.155 5.390 -2.247
O 2.334 4.033 -0.885
H 3.547 2.500 0.911
H 5.003 2.150 -0.037
H 4.664 3.796 0.529
H 3.050 2.221 -1.537
H 4.797 3.291 -2.833
H 4.863 4.696 -1.746
```


Molecular formula: C10H16O
Method: DFT, ωB97M-V with the def2-TZVPD basis set

Computed properties:
* HOMO: -8.43 eV
* SMILES: Cc1ccc(O)cc1.CCC
* frontier orbital gap: 9.30 eV
* relative energy (zero: lowest compared OMol25 entry of this formula, charge and spin): 1.258 eV

```
27
C10H16O | the OMol25 dataset | ωB97M-V with the def2-TZVPD basis set
C -1.364 2.830 1.933
C -1.388 2.476 -0.565
C -0.794 2.255 0.661
C -0.887 1.928 -1.745
C 0.248 1.143 -1.709
C 0.429 1.551 0.648
C 0.927 0.986 -0.502
O 0.824 0.565 -2.802
H -2.343 2.960 -0.671
H -1.431 2.109 -2.667
H -1.019 3.837 2.144
H -1.080 2.185 2.765
H 0.782 1.308 1.639
H 0.293 0.780 -3.584
H 1.909 0.544 -0.527
H -2.433 2.664 1.916
C 0.414 -3.209 0.550
C 0.367 -3.090 -0.994
C 1.093 -2.014 1.214
H -0.518 -3.395 1.092
H 0.998 -4.082 0.850
H -0.665 -2.907 -1.292
H 0.778 -3.968 -1.465
H 2.116 -1.867 0.866
H 0.569 -1.081 1.292
H 0.892 -2.182 -1.279
H 1.284 -2.326 2.230
```


Molecular formula: C42H74BrN2O12S3
Method: DFT, ωB97M-V with the def2-TZVPD basis set

Computed properties:
* HOMO: -9.97 eV
* frontier orbital gap: 7.24 eV
* relative energy (zero: lowest compared OMol25 entry of this formula, charge and spin): 0.486 eV
* charge: +1

```
134
C42H74BrN2O12S3 | the OMol25 dataset | ωB97M-V with the def2-TZVPD basis set
C 11.066 -5.702 -0.630
C 9.814 -5.708 -1.500
C 8.569 -5.174 -0.752
C 8.782 -3.711 -0.432
N 7.397 -5.432 -1.669
C 7.267 -4.654 -2.931
C 5.810 -4.914 -3.342
Br 5.710 -6.041 -4.908
O 5.228 -5.643 -2.279
C 5.991 -5.648 -1.093
C 5.933 -6.984 -0.407
C 4.624 -7.346 0.333
C 3.327 -6.827 -0.292
S 1.944 -7.764 0.423
C 0.523 -6.736 0.521
S -0.693 -7.310 1.416
N 0.440 -5.584 -0.321
C 0.901 -4.338 0.262
C 1.471 -3.421 -0.618
C 1.855 -2.163 -0.174
C 1.674 -1.836 1.164
C 1.140 -2.770 2.040
C 0.747 -4.027 1.602
C -0.855 -5.455 -0.940
C -1.706 -4.391 -0.691
C -2.929 -4.297 -1.350
C -3.319 -5.258 -2.267
C -2.471 -6.333 -2.506
C -1.252 -6.420 -1.854
C 5.532 -4.387 -0.325
S 5.758 -4.443 1.450
O 6.977 -5.155 1.725
O 4.562 -4.875 2.094
H 11.858 -6.221 -1.155
H 10.867 -6.148 0.339
H 11.420 -4.689 -0.475
H 9.965 -5.071 -2.368
H 9.628 -6.742 -1.795
H 8.494 -5.745 0.165
H 9.673 -3.585 0.164
H 8.923 -3.111 -1.328
H 7.973 -3.263 0.134
H 7.605 -6.373 -2.014
H 7.885 -5.180 -3.648
H 7.588 -3.624 -2.903
H 5.232 -4.015 -3.496
H 6.734 -6.996 0.325
H 6.161 -7.742 -1.155
H 4.713 -7.101 1.381
H 4.565 -8.433 0.305
H 3.353 -7.002 -1.360
H 3.160 -5.786 -0.059
H 1.569 -3.707 -1.655
H 2.267 -1.469 -0.890
H 1.949 -0.854 1.513
H 1.008 -2.509 3.077
H 0.309 -4.725 2.292
H -1.457 -3.611 0.009
H -3.554 -3.445 -1.139
H -4.264 -5.137 -2.770
H -2.767 -7.090 -3.214
H -0.610 -7.262 -2.072
H 6.060 -3.513 -0.699
H 4.490 -4.221 -0.559
H 5.951 -3.132 1.750
C -4.525 2.120 0.960
O -4.694 1.901 -0.423
C -4.050 0.730 -0.886
C -4.818 0.085 -2.018
O -5.985 -0.607 -1.605
C -7.122 0.163 -1.234
C -7.813 0.856 -2.386
O -7.112 2.028 -2.767
C -7.342 2.388 -4.111
H -3.474 2.331 1.195
H -5.130 2.982 1.236
H -4.870 1.256 1.539
H -3.935 0.004 -0.072
H -3.051 1.011 -1.251
H -4.171 -0.685 -2.448
H -5.039 0.801 -2.811
H -6.880 0.871 -0.440
H -7.823 -0.565 -0.821
H -8.825 1.143 -2.073
H -7.888 0.161 -3.231
H -7.084 1.565 -4.788
H -6.701 3.237 -4.338
H -8.386 2.677 -4.271
C 0.906 5.507 4.530
O 0.441 5.843 3.242
C 1.283 6.766 2.569
C 1.279 6.524 1.077
O 2.024 5.386 0.664
C 1.462 4.105 0.896
C 0.272 3.775 0.022
O -0.898 4.401 0.507
C -1.866 4.616 -0.499
H 0.872 6.370 5.203
H 0.255 4.728 4.922
H 1.930 5.118 4.489
H 2.311 6.693 2.943
H 0.910 7.779 2.763
H 1.783 7.373 0.610
H 0.261 6.496 0.686
H 1.224 3.958 1.951
H 2.261 3.404 0.639
H 0.113 2.686 0.031
H 0.482 4.094 -1.007
H -1.453 5.206 -1.325
H -2.686 5.176 -0.054
H -2.249 3.662 -0.879
C -6.013 10.165 4.080
O -6.560 9.389 3.039
C -6.381 9.970 1.758
C -6.212 8.910 0.693
O -4.942 8.276 0.695
C -4.674 7.325 1.714
C -5.434 6.025 1.570
O -6.769 6.160 2.022
C -7.645 5.237 1.415
H -6.548 11.115 4.191
H -6.110 9.595 5.002
H -4.949 10.365 3.905
H -5.505 10.628 1.751
H -7.272 10.568 1.522
H -6.274 9.412 -0.276
H -7.022 8.179 0.732
H -4.815 7.752 2.708
H -3.611 7.095 1.606
H -4.944 5.254 2.182
H -5.413 5.711 0.518
H -7.612 5.320 0.323
H -8.654 5.472 1.750
H -7.404 4.209 1.709
```


Molecular formula: C50H51Cl3GeLuP3S3Te
Method: DFT, ωB97M-V with the def2-TZVPD basis set

Computed properties:
* HOMO (spin up / spin down): -10.35 / -10.07 eV
* 2S+1: 2
* frontier orbital gap (spin up / spin down): 7.62 / 5.82 eV
* relative energy (zero: lowest compared OMol25 entry of this formula, charge and spin): 1.216 eV
* charge: +1

```
113
C50H51Cl3GeLuP3S3Te | the OMol25 dataset | ωB97M-V with the def2-TZVPD basis set
Lu 1.112 0.612 -1.271
C 0.902 3.103 1.480
C 0.143 1.955 2.233
P 0.887 0.367 1.659
C -0.184 -0.854 2.444
C -1.288 -1.265 1.710
C -2.221 -2.155 2.230
C -1.958 -2.707 3.492
C -0.890 -2.288 4.167
C 0.046 -1.399 3.692
C 2.451 0.241 2.584
C 2.646 1.044 3.713
C 3.757 0.944 4.511
C 4.693 -0.092 4.290
C 4.398 -0.957 3.228
C 3.368 -0.751 2.316
P 0.747 3.105 -0.364
C -0.979 3.670 -0.575
C -1.459 4.918 -0.194
C -2.867 5.305 -0.295
C -3.821 4.349 -0.422
C -3.418 2.943 -0.438
C -2.042 2.808 -1.164
C 1.707 4.485 -1.058
C 2.941 4.856 -0.477
C 3.436 6.099 -0.796
C 2.927 6.899 -1.782
C 1.776 6.466 -2.376
C 1.055 5.386 -1.970
H 1.951 2.940 1.700
H 0.506 4.071 1.837
H -0.914 1.864 1.912
H 0.108 2.078 3.316
H -1.386 -0.964 0.679
H -3.119 -2.454 1.623
H -2.668 -3.438 3.872
H -0.854 -2.606 5.194
H 0.924 -1.143 4.161
H 1.914 1.796 4.019
H 3.953 1.640 5.292
H 5.507 -0.262 4.974
H 5.102 -1.753 3.064
H 3.188 -1.346 1.441
H -0.949 5.636 0.291
H -3.129 6.361 -0.087
H -4.949 4.713 -0.372
H -4.103 2.383 -1.062
H -2.167 3.184 -2.165
H 3.493 4.225 0.176
H 4.360 6.309 -0.252
H 3.370 7.909 -2.018
H 1.348 7.070 -3.150
H 0.097 5.149 -2.456
C -4.819 2.336 1.657
C -3.460 2.432 0.982
S -1.671 1.035 -1.289
C -2.529 0.577 -2.823
C -4.053 0.352 -2.709
S -4.420 -0.922 -1.543
C -6.149 -0.681 -0.942
C -6.430 0.698 -0.246
S -5.842 0.820 1.414
H -5.441 3.301 1.602
H -4.821 2.331 2.739
H -3.073 1.460 1.132
H -2.809 3.116 1.577
H -2.079 -0.363 -3.215
H -2.270 1.353 -3.560
H -4.512 0.257 -3.708
H -4.552 1.191 -2.392
H -6.328 -1.526 -0.217
H -6.832 -0.818 -1.767
H -7.545 0.862 -0.254
H -6.015 1.553 -0.794
Cl 1.009 0.868 -6.791
Ge 2.130 0.665 -4.812
Cl 0.657 -0.971 -3.590
Cl 0.787 2.202 -3.595
Te 3.841 1.302 -0.842
C 3.412 -4.563 3.205
C 4.121 -4.423 2.020
C 3.493 -3.884 0.903
C 2.157 -3.611 0.862
C 1.399 -3.787 2.097
C 2.023 -4.294 3.194
P 1.471 -2.742 -0.613
C 2.646 -3.083 -2.094
C 2.361 -3.836 -3.193
C 3.071 -3.642 -4.370
C 4.022 -2.633 -4.422
C 4.466 -1.946 -3.270
C 3.730 -2.193 -2.141
C -0.008 -3.867 -0.971
C 0.156 -5.261 -0.919
C -0.908 -6.055 -1.246
C -2.140 -5.533 -1.597
C -2.310 -4.136 -1.655
C -1.250 -3.348 -1.311
H 3.790 -4.998 4.157
H 5.183 -4.813 1.937
H 4.037 -3.915 -0.021
H 0.340 -3.652 2.048
H 1.440 -4.531 4.090
H 1.517 -4.487 -3.219
H 2.716 -4.138 -5.224
H 4.474 -2.447 -5.472
H 5.300 -1.322 -3.299
H 4.047 -1.607 -1.302
H 1.085 -5.694 -0.487
H -0.643 -7.094 -1.087
H -2.914 -6.318 -1.739
H -3.218 -3.718 -2.047
H -1.288 -2.306 -1.386
```


Molecular formula: C5H4F6N2O
Method: DFT, ωB97M-V with the def2-TZVPD basis set

Computed properties:
* HOMO (spin up / spin down): -8.97 / -9.88 eV
* frontier orbital gap (spin up / spin down): 7.19 / 9.55 eV
* relative energy (zero: lowest compared OMol25 entry of this formula, charge and spin): 5.823 eV

```
18
C5H4F6N2O | the OMol25 dataset | ωB97M-V with the def2-TZVPD basis set
C -2.210 -1.023 -0.702
C -2.064 -2.277 -0.483
C -0.980 0.181 -0.711
C 0.680 -0.651 0.907
C -1.656 -3.551 0.019
N 0.498 -1.565 -1.138
N 0.231 -0.439 -0.431
O -0.957 0.755 -1.945
F -3.226 -0.386 -1.307
F -1.296 1.053 0.246
F -2.496 -3.973 1.012
F -1.636 -4.459 -0.967
F -0.434 -3.562 0.581
F 0.118 -1.521 -2.466
H 1.716 -0.731 0.889
H 0.374 0.152 1.485
H 0.060 -1.497 1.342
H -1.722 1.368 -2.003
```


Number 1: total energy -2039.75818 hartree. Number 2: total energy -862.40854 hartree. Number 3: total energy -660.30546 hartree. Number 4: total energy -4674.26797 hartree. Number 5: total energy -465.85158 hartree. Number 6: total energy -6425.21923 hartree. Number 7: total energy -9115.46611 hartree. Number 8: total energy -976.62271 hartree.